One molecule with the formula C19H21N5O3 in a non-equilibrium geometry. Source: OMol25; level of theory: wB97M-V/def2-TZVPD.

Summary:
Strongest force on any atom ... 1.64 eV/Å
LUMO level ... 0.32 eV
Relative energy (zero: lowest compared OMol25 entry of this formula, charge and spin) ... 377.8 kJ/mol
Structure (SMILES) ... CCCCOc1ccc(C(=O)Nc2cccc(-n3cnnn3)c2)cc1OC

Geometry as ORCA input:
```
! RIJCOSX wB97M-V def2-TZVPD def2/J DEFGRID3
* xyz 0 1
C 3.29345 -0.44816 -6.41359
C 4.25290 -0.41528 -5.23104
C 4.19851 -1.70995 -4.42292
C 5.11626 -1.66218 -3.20122
O 4.79466 -0.59967 -2.31925
C 3.60234 -0.53848 -1.67707
C 3.23455 0.74475 -1.27427
C 2.06602 0.99747 -0.58695
C 1.21102 -0.05615 -0.28592
C 1.58268 -1.34882 -0.65239
C 2.75935 -1.61792 -1.33044
O 3.15000 -2.88363 -1.67094
C 2.31770 -3.96479 -1.32050
H 1.33876 -3.89304 -1.80403
H 2.83352 -4.85361 -1.68086
H 2.18595 -4.03534 -0.23714
H 0.91197 -2.14342 -0.36782
C -0.06990 0.07717 0.45510
O -0.57890 -0.85425 1.04168
N -0.62795 1.33156 0.38870
C -1.79458 1.79446 0.98315
C -2.51291 1.04838 1.91217
C -3.66692 1.58298 2.46776
C -4.11862 2.85112 2.12230
C -3.39576 3.58548 1.19860
C -2.24793 3.06859 0.63218
H -1.69286 3.65346 -0.08731
H -3.73212 4.57278 0.92164
H -5.00614 3.26661 2.57194
N -4.36852 0.81262 3.40296
C -5.65008 0.90766 3.84399
N -5.85588 -0.03568 4.72189
N -4.70932 -0.70238 4.82309
N -3.82762 -0.22546 4.05759
H -6.37055 1.62230 3.51163
H -2.18555 0.06407 2.20274
H -0.17168 1.99533 -0.22064
H 1.85876 2.00921 -0.27114
H 3.91346 1.54691 -1.51818
H 5.10560 -2.62246 -2.67957
H 6.14041 -1.43498 -3.51126
H 4.50421 -2.55204 -5.04639
H 3.17334 -1.89085 -4.09416
H 5.27215 -0.25939 -5.59147
H 3.99985 0.42332 -4.57904
H 3.53873 -1.27114 -7.08149
H 2.26894 -0.57943 -6.07146
H 3.35005 0.47983 -6.97750
*
```

Mulliken charges in e: -1.31 -0.23 -0.38 -0.74 -0.50 0.33 -0.72 -0.68 0.05 -0.55 0.76 -0.32 -1.02 0.39 0.25 0.38 0.61 0.51 -0.65 -0.07 0.25 -0.15 0.60 -0.69 -0.85 -0.79 0.38 0.36 0.30 0.38 0.01 -0.38 -0.50 -0.20 0.38 0.88 0.15 0.39 0.47 0.27 0.47 0.50 0.13 0.28 0.23 0.32 0.33 0.38